# C8H8O

A single C8H8O molecule in a non-equilibrium geometry (ωB97M-V/def2-TZVPD, OMol25).

Computed properties:
Kohn-Sham gap, eV: 8.123
LUMO, Ha: -0.030
Structure (SMILES): C=C(C)C1=CC(=O)C=C1
Relative energy (zero: lowest compared OMol25 entry of this formula, charge and spin), kcal/mol: 33.5
Maximum force, Eh/bohr: 0.07343

Structure (XYZ):
```
17
Properties=species:S:1:pos:R:3:forces:R:3:mulliken_charge:R:1
O -0.87976 -3.46980 -1.03379 -0.4040 -0.6718 0.8092 -0.507
C -0.01282 1.07427 0.41289 -1.0650 0.3938 2.0863 0.750
C 0.77572 -1.86637 -1.63660 -0.1160 3.4310 1.5726 -0.610
C 0.97028 -0.54515 -1.30575 -0.2400 -3.1052 0.3340 -0.600
C -0.32387 1.18480 1.95165 0.3157 -1.4046 -0.6216 -1.276
C -0.79923 -1.27993 0.16218 2.7208 -0.6545 -2.5196 -1.150
C -0.35697 -2.43052 -0.75709 -0.0964 1.4768 -1.6062 0.654
C 0.10318 2.19751 -0.26872 0.4806 -0.0683 -1.9239 -1.022
C -0.01715 -0.24146 -0.21757 -0.0434 0.3071 1.1711 0.867
H 1.26828 -2.30093 -2.44930 0.5863 -1.2483 -0.7395 0.488
H -0.16522 2.20131 2.30700 0.6190 -0.1260 0.0372 0.394
H -1.39692 1.04804 2.15807 0.2438 -0.4395 -0.2689 0.309
H 0.25194 2.22419 -1.37759 -0.1159 -0.1110 1.1029 0.264
H -1.56196 -1.36234 0.86088 -1.0881 0.0690 1.1539 0.470
H 1.85774 0.05726 -1.55648 -1.0034 -0.0130 -0.1873 0.379
H 0.03022 3.13468 0.22552 0.0089 0.7035 0.2755 0.294
H 0.25654 0.37442 2.52471 -0.8031 1.4609 -0.6756 0.296
```
Forces are in eV/Å.

# C8H8O2S

A single C8H8O2S molecule in a non-equilibrium geometry (ωB97M-V/def2-TZVPD, OMol25).

Computed properties:
Kohn-Sham gap (alpha / beta), eV: 4.880 / 4.114
LUMO (alpha / beta), Ha: -0.096 / -0.106
Relative energy (zero: lowest compared OMol25 entry of this formula, charge and spin), kcal/mol: 142.6
Maximum force, Eh/bohr: 0.08529

Structure (XYZ):
```
19
Properties=species:S:1:pos:R:3:forces:R:3:mulliken_charge:R:1
S 0.36584 2.51066 0.22898 -0.0647 4.3656 -0.4139 1.043
O 1.66541 2.20752 0.80208 0.2768 -0.8976 -0.6187 -0.577
O -0.79345 2.39174 1.08462 -0.5156 -0.9634 -0.0723 -0.647
C 0.27333 0.86423 -0.86326 1.0243 2.2997 1.5824 -0.600
C -0.22190 -2.74243 -0.41646 0.0422 -0.3017 -0.1200 -0.556
C -0.38455 -1.67227 1.74197 -0.0356 -0.1909 0.1684 -0.776
C 0.40375 4.25693 -0.24867 0.0923 -3.7328 0.6115 -0.909
C -0.44987 -2.82090 0.95812 0.0870 0.4481 -0.1676 -0.237
C 0.09173 -0.33614 -0.22609 -0.5782 -1.2480 -0.1357 1.007
C 0.05694 -1.53595 -1.00265 -0.0980 0.2918 0.1346 -0.511
C -0.11721 -0.44858 1.17697 0.0587 0.1410 -0.0726 -0.137
H -0.56298 4.66536 -0.45523 -0.4356 0.0187 -0.2301 0.291
H -0.26472 -3.63793 -1.01848 0.0050 -0.0518 -0.0375 0.380
H 0.55982 0.94394 -1.89790 -0.1020 -0.1237 -0.3796 0.383
H -0.67030 -3.77453 1.41358 -0.0154 -0.0833 0.0366 0.395
H -0.54648 -1.74470 2.80735 0.0092 0.0242 0.0500 0.387
H -0.04944 0.43945 1.78185 -0.0704 0.0531 0.0707 0.401
H 1.27396 4.58075 -0.78304 0.2999 -0.0474 -0.3267 0.290
H 0.22289 -1.46881 -2.06817 0.0203 -0.0017 -0.0796 0.372
```
Forces are in eV/Å.

# C8H8O3

A single C8H8O3 molecule in a non-equilibrium geometry (ωB97M-V/def2-TZVPD, OMol25).

Computed properties:
Kohn-Sham gap, eV: 10.447
LUMO, Ha: 0.008
Structure (SMILES): C#C[C@]1(C(C)=O)CCOC1=O
Relative energy (zero: lowest compared OMol25 entry of this formula, charge and spin), kcal/mol: 105.7
Maximum force, Eh/bohr: 0.13226

Structure (XYZ):
```
19
Properties=species:S:1:pos:R:3:forces:R:3:mulliken_charge:R:1
O -0.51173 0.50763 2.24680 1.0448 -0.1152 1.1362 -0.364
O 1.63626 -0.05783 1.79228 -1.6883 0.0477 -0.1881 -0.580
O -0.22539 -2.20371 -1.25420 1.0638 0.5897 0.3500 -0.550
C -1.75401 0.66862 1.62298 -1.6004 -0.0155 -0.7060 -0.363
C 0.50112 -1.34377 -0.78812 -2.0545 -0.3790 -0.1091 0.453
C 0.38644 1.17291 -0.81824 -2.0556 -5.2126 3.8550 -1.176
C -0.18446 -0.25324 0.07954 4.2397 3.9137 -2.1211 1.083
C -1.62724 -0.04952 0.24645 -1.3739 1.5653 0.0694 -0.659
C 0.48288 0.03271 1.44685 -0.0800 0.1044 0.3117 0.493
C 1.96684 -1.21081 -0.98378 2.9405 -0.3758 2.2410 -1.073
C 0.23320 1.89143 -1.74699 1.7942 3.3364 -2.8278 0.306
H -2.64362 0.32766 2.21867 1.3023 -0.6049 -0.1469 0.303
H 2.46585 -0.56918 -0.09387 -1.2780 -1.8105 -1.9040 0.274
H -2.06888 0.63307 -0.54501 0.3790 -1.4850 0.7993 0.315
H 2.31668 -0.67777 -1.84954 -0.5880 0.2919 -0.6978 0.313
H 2.48548 -2.23617 -1.06186 -1.0205 1.4391 0.3361 0.318
H -2.08825 -1.00102 0.36249 -0.6910 -0.8238 -0.4996 0.338
H 0.66998 2.65218 -2.42254 -1.1470 -0.8378 0.4909 0.341
H -2.04115 1.71681 1.54810 0.8130 0.3720 -0.3892 0.229
```
Forces are in eV/Å.

# C8H8O3

A single C8H8O3 molecule in a non-equilibrium geometry (ωB97M-V/def2-TZVPD, OMol25).

Computed properties:
Kohn-Sham gap, eV: 9.534
LUMO, Ha: 0.024
Structure (SMILES): Cc1cccc(O)c1C(=O)O
Relative energy (zero: lowest compared OMol25 entry of this formula, charge and spin), kcal/mol: 46.4
Maximum force, Eh/bohr: 0.09890

Structure (XYZ):
```
19
Properties=species:S:1:pos:R:3:forces:R:3:mulliken_charge:R:1
O 0.99859 -0.24327 2.62835 0.1775 0.6016 0.0753 -0.508
O 2.46276 0.57328 -0.55672 2.4010 -0.7368 -2.5148 -0.523
O 1.36022 1.79130 1.54457 0.4606 -0.8283 2.3938 -0.463
C 0.97396 0.43227 1.64099 0.6721 1.5451 -0.0774 0.040
C -1.85567 -0.34137 1.36373 -1.3199 -3.1893 1.9017 -1.235
C 1.23859 0.07563 -0.75910 1.4876 0.2791 -0.7724 1.271
C 0.47370 -0.03262 0.31729 -3.0253 0.3679 2.9568 0.283
C -1.34280 -0.68475 -1.04133 -1.9944 2.1866 -2.0840 -0.713
C 0.88241 -0.24469 -2.03334 -5.0664 -0.2168 0.3886 -0.855
C -0.53594 -0.42770 -2.19720 0.5884 -2.5984 0.7488 -0.592
C -0.89422 -0.35453 0.23801 0.6224 0.1540 -0.9838 0.870
H -2.16675 0.53748 1.95619 0.4641 0.2340 -1.0806 0.300
H -2.79679 -0.84831 0.88284 1.4429 0.9730 1.5370 0.325
H -2.50540 -0.72468 -1.31700 2.6480 -0.3358 1.1153 0.148
H 1.60713 -0.24315 -2.76595 1.1073 0.1396 -1.9111 0.393
H -1.08883 -0.74279 -3.11275 1.1476 0.7367 0.3056 0.317
H -1.43849 -1.01671 2.25698 -0.9841 1.0171 -2.0528 0.266
H 2.84791 0.34854 -1.46491 0.3585 1.0183 2.0931 0.324
H 1.77964 2.14605 2.41935 -1.1880 -1.3475 -2.0391 0.351
```
Forces are in eV/Å.

# C8H8O3

A single C8H8O3 molecule in a non-equilibrium geometry (ωB97M-V/def2-TZVPD, OMol25).

Computed properties:
Kohn-Sham gap, eV: 9.351
LUMO, Ha: 0.007
Structure (SMILES): O=C[C@@]12C=CC=C[C@]1(CO)O2
Relative energy (zero: lowest compared OMol25 entry of this formula, charge and spin), kcal/mol: 99.6
Maximum force, Eh/bohr: 0.07836

Structure (XYZ):
```
19
Properties=species:S:1:pos:R:3:forces:R:3:mulliken_charge:R:1
O -0.30313 0.15412 -1.67394 1.2168 -0.8798 -0.6163 -0.511
O 0.27272 -2.27702 0.92956 -0.0968 0.3216 -1.7824 -0.457
O -2.75280 -0.85849 0.68193 -1.2639 0.7418 1.6528 -0.439
C -1.10533 1.53385 0.12175 2.7495 -1.7548 -0.9894 -0.854
C 0.52842 -0.32352 -0.61256 -0.7750 0.6990 1.8565 1.022
C 0.67747 -1.85462 -0.37148 -1.9410 2.3553 -1.0260 -1.173
C 1.56103 0.57199 -0.00287 -3.6725 1.3677 -0.9382 -1.037
C -0.04569 2.32692 0.37048 -2.7508 1.6998 0.6898 -0.445
C -0.98352 0.19967 -0.46863 1.1641 0.8870 0.8606 1.260
C 1.26238 1.84417 0.40505 0.9722 -2.3081 -1.1928 -0.253
C -1.99492 -0.84414 -0.21922 0.2845 -2.7571 -2.1458 -0.351
H -0.03486 -2.20162 -1.09919 0.2345 -1.0975 -0.3137 0.503
H -1.99869 1.84090 0.45577 -3.3585 0.9848 0.8598 0.508
H -2.01372 -1.81372 -0.91809 0.3733 1.9566 0.6515 0.204
H 2.07174 2.35159 0.83250 0.8093 1.1796 0.5357 0.432
H 1.69003 -1.99994 -0.63665 1.1468 -1.2099 -0.0382 0.517
H 1.09038 -2.19931 1.37175 1.1228 -0.0940 1.7123 0.338
H -0.43724 3.32561 0.73147 1.4839 -0.9835 -0.1948 0.259
H 2.51571 0.22355 0.10240 2.3007 -1.1085 0.4184 0.477
```
Forces are in eV/Å.

# C8H8OS

A single C8H8OS molecule in a non-equilibrium geometry (ωB97M-V/def2-TZVPD, OMol25).

Computed properties:
Kohn-Sham gap, eV: 9.735
LUMO, Ha: 0.030
Structure (SMILES): C#C[C@@](C)(O)c1ccsc1
Relative energy (zero: lowest compared OMol25 entry of this formula, charge and spin), kcal/mol: 30.4
Maximum force, Eh/bohr: 0.05851

Structure (XYZ):
```
18
Properties=species:S:1:pos:R:3:forces:R:3:mulliken_charge:R:1
S -3.41568 -0.20061 0.31415 2.1907 0.5905 -0.4017 -0.119
O 0.67192 -1.85242 0.37755 -1.8117 0.9939 0.6292 -0.569
C -2.65898 0.77048 -0.94004 -2.0818 0.1692 0.2034 -0.404
C 0.64698 -0.38901 0.22527 0.0282 -1.8029 1.0140 1.922
C -0.82573 -0.03340 0.13711 0.5487 -0.6629 0.2330 -0.020
C -1.31513 0.76255 -0.91969 -0.1538 0.6596 -0.3164 -0.678
C 1.39731 0.27249 1.32596 1.2684 -0.7568 0.4944 -1.197
C 2.39887 0.55886 1.94452 -2.3731 -0.3780 -1.0339 0.140
C -1.80718 -0.58584 0.89569 -0.8173 0.2748 -0.5421 -0.429
C 1.39641 0.02778 -0.98484 -1.1746 2.5388 -1.1076 -1.898
H 2.42402 -0.25915 -0.93415 0.5048 -0.5240 -0.2951 0.505
H -1.69767 -1.25719 1.70580 0.1864 -0.5221 0.5458 0.467
H 1.45621 -2.33735 0.16358 1.1440 0.4675 -0.2895 0.317
H 0.81757 -0.17712 -1.91914 0.9577 -0.2489 0.6462 0.403
H 3.16840 0.84746 2.55885 1.2446 0.5179 1.0060 0.481
H 1.39238 1.14866 -0.83303 0.3021 -0.9097 -0.8209 0.365
H -3.36540 1.35259 -1.52658 0.4906 -0.1227 -0.1921 0.394
H -0.68431 1.35123 -1.59102 -0.4541 -0.2841 0.2272 0.321
```
Forces are in eV/Å.

# C8H8S

C8H8S as an isolated structure in a non-equilibrium geometry (ωB97M-V/def2-TZVPD, OMol25).

Computed properties:
Kohn-Sham gap (alpha / beta), eV: 7.391 / 7.389
LUMO (alpha / beta), Ha: 0.017 / 0.017
Relative energy (zero: lowest compared OMol25 entry of this formula, charge and spin), kcal/mol: 151.5
Maximum force, Eh/bohr: 0.07373

Structure (XYZ):
```
17
Properties=species:S:1:pos:R:3:forces:R:3:mulliken_charge:R:1
S 2.46246 1.43595 -0.01373 0.6636 -0.8498 -0.3006 -0.251
C 2.70180 -0.45120 0.42365 1.0497 1.9010 2.1813 -0.629
C -1.93652 1.77222 0.24809 -0.4928 3.5609 -0.4134 -0.317
C 1.52867 -1.41247 0.20857 0.5346 -0.9724 -0.9751 -0.499
C 0.83276 1.30055 -0.21887 -2.1092 -2.6900 0.9072 -0.626
C -0.47815 1.40563 0.09493 0.2482 -0.1569 0.4059 0.600
C -0.83837 0.02422 0.27304 1.5819 -1.6229 -1.2007 0.175
C -2.33866 0.33541 0.29550 -1.4771 -1.9493 2.8971 -0.391
C 0.37919 -0.54249 -0.01258 -1.1696 2.8475 -0.4151 -0.144
H -2.84919 -0.04439 -0.58286 -0.0619 -0.0060 -0.0738 0.246
H 3.52758 -0.66534 -0.20585 1.0515 -0.6059 -0.0921 0.390
H -2.99916 0.09385 1.24036 1.4031 0.0576 -1.7544 0.196
H 1.82019 -2.25774 -0.56044 -0.7423 1.9436 0.9745 0.238
H 3.00028 -0.23872 1.52313 -0.3716 -1.2150 -1.8052 0.320
H 1.31610 -1.95872 1.11314 0.2243 -0.2615 0.6067 0.229
H -2.27667 2.44358 1.09102 0.4019 -0.6581 -0.9824 0.280
H -2.18025 2.18361 -0.72470 -0.7344 0.6771 0.0403 0.183
```
Forces are in eV/Å.

# C8H9BN2OS

C8H9BN2OS as an isolated structure (ωB97M-V/def2-TZVPD, OMol25).

Computed properties:
Kohn-Sham gap, eV: 8.585
LUMO, Ha: -0.018
Relative energy (zero: lowest compared OMol25 entry of this formula, charge and spin), kcal/mol: 0.0
Maximum force, Eh/bohr: 0.01757

Structure (XYZ):
```
22
Properties=species:S:1:pos:R:3:forces:R:3:mulliken_charge:R:1
S -2.01157 -2.82626 -0.54863 0.0922 -0.0245 -0.0890 0.153
O 1.09889 1.68498 -2.11276 -0.4144 0.3607 0.6510 -0.569
N -2.84586 -1.95174 0.49307 -0.2086 -0.0571 0.1264 -0.659
N -0.86336 -1.79129 -0.96649 0.0473 -0.0968 -0.1146 -0.493
C -2.62082 0.33251 1.38063 -0.2768 -0.0759 0.1300 -0.680
C -0.74056 1.55532 0.44936 -0.1080 -0.0333 -0.0179 -0.717
C -2.24144 -0.76249 0.56621 0.0856 -0.0700 -0.0635 0.653
C 2.29665 -0.93844 0.41238 0.1005 -0.3024 -0.2263 -1.046
C 2.17834 -0.37817 -1.01038 -0.2376 0.6404 0.5916 -0.484
C -0.31888 0.52378 -0.33914 0.0238 0.1866 -0.3693 0.279
C -1.87661 1.45812 1.31407 0.3525 0.2770 -0.0951 -0.667
C -1.09450 -0.66608 -0.27971 -0.0687 -0.1348 0.1980 0.879
B 0.99417 0.65061 -1.19893 0.1685 -0.4445 -0.1359 0.336
H 2.34202 -0.14153 1.15283 -0.0080 0.0221 0.0835 0.295
H -0.19622 2.49055 0.42744 0.0032 0.0822 0.0129 0.341
H -2.12978 2.31594 1.92017 -0.0633 0.0359 0.0505 0.376
H 3.09958 0.15313 -1.26173 0.1389 -0.2118 -0.2829 0.367
H 3.19615 -1.54600 0.51108 0.0667 0.0206 0.0763 0.360
H 1.74157 2.35638 -1.86906 0.3422 -0.1604 -0.4314 0.311
H 2.01748 -1.19102 -1.72132 0.1249 -0.0113 -0.1654 0.307
H 1.45755 -1.58896 0.65400 -0.1090 0.0685 0.0537 0.229
H -3.48280 0.26068 2.02693 -0.0517 -0.0713 0.0175 0.429
```
Forces are in eV/Å.

# C8H9BS2

A single C8H9BS2 molecule in a non-equilibrium geometry (ωB97M-V/def2-TZVPD, OMol25).

Computed properties:
Kohn-Sham gap, eV: 8.820
LUMO, Ha: 0.006
Structure (SMILES): c1ccc(B2SCCS2)cc1
Relative energy (zero: lowest compared OMol25 entry of this formula, charge and spin), kcal/mol: 14.6
Maximum force, Eh/bohr: 0.06433

Structure (XYZ):
```
20
Properties=species:S:1:pos:R:3:forces:R:3:mulliken_charge:R:1
S -0.23862 -1.92993 -0.92958 0.0941 -0.4471 -0.0699 -0.189
S 2.31534 -0.03460 -0.96142 -2.9680 -0.5226 0.6150 -0.230
C 1.29927 -2.48491 -1.76777 -0.2226 0.0554 -0.1243 -0.503
C 2.53213 -1.83627 -1.17888 0.0061 0.3629 0.2695 -0.596
C -2.18098 2.48511 1.76687 -0.0367 -0.0083 -0.0532 -0.383
C -2.76805 1.45819 1.04430 -0.1702 -0.0050 0.0539 -0.580
C -1.98296 0.59474 0.30857 0.2456 -0.0667 -0.0676 -0.421
C -0.58906 0.74007 0.26565 -0.2255 0.1578 0.1118 0.631
C -0.02180 1.80823 0.97254 0.0979 -0.2408 -0.2387 -0.353
C -0.80810 2.66673 1.71701 0.0267 0.1266 0.0849 -0.544
B 0.24972 -0.31246 -0.46545 3.1858 0.6508 -0.6083 0.231
H -3.84008 1.32420 1.06361 -0.0701 0.0045 0.0225 0.366
H 2.77209 -2.25732 -0.19970 -0.0181 -0.0919 -0.1498 0.299
H -0.34728 3.47882 2.26144 0.0103 0.0358 0.0455 0.367
H 3.37717 -1.98087 -1.85156 0.0302 -0.0726 0.0359 0.336
H 1.34016 -3.57013 -1.66195 -0.0290 0.0400 -0.0409 0.343
H -2.44226 -0.21194 -0.24535 -0.0989 -0.0624 -0.0267 0.270
H 1.18270 -2.23541 -2.82405 0.0660 -0.0163 0.0661 0.305
H 1.04958 1.94867 0.93552 0.0776 0.0008 0.0437 0.283
H -2.80136 3.13903 2.36236 -0.0012 0.0991 0.0305 0.370
```
Forces are in eV/Å.

# C8H9BrNO4S

An isolated ion of composition C8H9BrNO4S and charge -1 in a non-equilibrium geometry (ωB97M-V/def2-TZVPD, OMol25).

Computed properties:
Kohn-Sham gap (alpha / beta), eV: 7.407 / 5.479
LUMO (alpha / beta), Ha: 0.105 / 0.075
Charge: -1
Relative energy (zero: lowest compared OMol25 entry of this formula, charge and spin), kcal/mol: 34.6
Maximum force, Eh/bohr: 0.09470

Structure (XYZ):
```
24
Properties=species:S:1:pos:R:3:forces:R:3:mulliken_charge:R:1
Br -2.34079 -1.29194 0.39584 -0.1931 -0.0338 0.1809 -0.220
S 1.67104 -0.08541 -0.52143 -0.5657 1.0793 0.5491 0.238
O -3.95592 1.67708 1.35817 -2.4038 -0.3193 -0.0757 -0.650
O -1.97617 2.45436 2.04415 1.1837 0.9553 0.8916 -0.655
O 2.28795 -0.53835 -1.77826 0.3951 0.2182 -1.4498 -0.670
O -1.99504 3.26338 -0.90878 0.1789 -0.3548 -0.1751 -0.554
N -1.20125 1.04508 -0.37487 -0.1062 -0.1067 -0.2664 0.230
C -1.92410 0.55737 0.61658 -1.1562 0.2773 1.1887 0.320
C 1.00695 -1.16943 1.81106 -0.4010 1.5677 2.7316 -1.144
C -2.77043 1.73146 1.49235 1.4367 -1.5375 -1.0384 0.526
C 1.45503 -1.40766 0.42820 0.4385 -1.1313 0.8978 0.683
C -1.24696 2.34386 -0.99693 1.5143 -0.6083 0.2858 0.348
C -0.00114 1.91228 -1.79172 1.6435 1.0947 3.0989 -0.728
C -0.19054 0.52822 -1.22768 0.2747 -0.1200 -0.3476 -0.332
C 1.92000 -2.75799 -0.12272 -0.5592 1.0767 -0.8417 -1.109
H -0.37672 -0.31303 -1.92828 -0.1507 0.4365 0.6563 0.349
H 0.09111 -1.71003 2.05844 0.1051 -0.3600 -0.0032 0.233
H -0.09966 1.99214 -2.76811 -0.5939 0.4439 -4.8129 0.375
H 0.74620 -0.10960 2.22467 0.3035 -1.2020 -1.8268 0.277
H 1.06042 -3.30806 -0.56729 0.4362 0.0620 0.4498 0.220
H 1.76955 -1.37698 2.59942 -0.1865 -0.7130 -0.6532 0.350
H 0.99511 2.40615 -1.55334 -1.1580 -0.4785 0.2164 0.223
H 2.54791 -3.42012 0.48218 -0.4335 0.3541 0.4323 0.339
H 2.52745 -2.42280 -0.97165 -0.0025 -0.6003 -0.0884 0.349
```
Forces are in eV/Å.